(1)
ORCA calculation (wB97M-V/def2-TZVPD) on C17H19Cl2N5O6S5Ti as an isolated structure.

```
55
Properties=species:S:1:pos:R:3:forces:R:3:lowdin_charge:R:1
H 2.6877 -2.4940 -3.6442 -0.094 -0.131 0.028 0.0199
H -1.2365 0.5323 5.8958 0.002 0.000 -0.002 0.1064
Cl -3.0256 -4.2688 -1.0238 -0.012 -0.016 0.004 0.5309
H -0.2140 -0.7627 -5.6436 0.006 0.009 0.001 0.1271
C 0.0975 1.1042 -2.7997 -0.018 0.034 0.084 -0.2824
H 1.9086 0.8836 -1.7958 -0.039 0.121 -0.061 0.0906
C 0.7327 1.3736 -4.1569 -0.065 0.012 -0.023 -0.1409
C 0.2614 1.0283 4.4407 -0.013 0.018 0.003 0.0223
H -3.6324 -2.0300 -0.5097 -0.015 -0.003 0.000 0.0182
C 1.5021 0.1825 -4.7322 0.013 -0.022 -0.007 -0.1824
C 0.7546 -3.0073 -3.5473 0.045 0.009 0.017 -0.4554
S 3.9121 -4.2312 -1.2093 0.035 0.005 -0.022 0.8441
O 2.7814 1.8533 3.0421 0.033 -0.008 -0.002 0.0954
H 2.3752 -4.1530 -3.5189 0.023 0.012 0.002 0.0882
H -1.8610 -2.2523 -0.6994 0.016 -0.006 -0.003 -0.0792
C -1.5775 0.2510 2.5636 -0.070 -0.085 -0.046 -0.1462
C -0.4538 2.3598 -2.0864 -0.041 -0.104 0.036 -0.5910
S 1.5235 -4.6625 0.2548 -0.031 -0.017 -0.008 0.8456
H -0.7222 -1.6758 -3.5740 0.016 -0.005 -0.031 0.0426
C 1.7987 -2.9910 -0.2484 0.045 -0.003 0.034 -1.1007
C 2.8983 -5.4063 -0.4684 0.008 -0.009 0.033 -1.5463
C -1.9323 0.1751 3.8979 0.029 0.054 0.025 0.0225
S 0.4202 -2.0041 0.2208 -0.008 0.090 -0.008 0.5899
C 0.6748 -1.0551 -5.0786 -0.059 -0.031 0.019 -0.1494
C 2.9310 -2.7794 -0.9635 -0.095 -0.060 0.003 -1.1687
H 1.2622 -1.7195 -5.7126 0.011 0.011 0.002 0.1171
H -2.9069 -0.2066 4.1668 0.006 0.004 0.011 0.1203
O -0.4426 2.2536 -0.7934 -0.135 0.002 -0.021 -0.1199
S 3.5534 -1.3909 -1.7982 0.081 0.034 -0.017 0.4913
C 1.8431 1.4326 2.4087 -0.159 -0.005 -0.132 -0.5406
C -0.9949 0.5819 4.8415 -0.002 -0.005 -0.011 -0.0340
Ti 0.1909 0.5713 0.1355 0.513 -0.196 0.205 0.9478
H 1.2309 -0.5188 -2.1091 0.019 -0.069 -0.035 -0.0133
N 0.0268 -3.9081 -2.8778 -0.044 0.014 -0.035 0.2225
C -2.8444 -2.5081 -1.0775 -0.042 -0.018 -0.051 -0.9762
O 1.7761 1.2246 1.1201 -0.046 0.091 -0.003 -0.1302
Cl -2.9425 -1.9275 -2.7756 -0.092 0.055 0.095 0.5571
S 3.1948 -7.0323 -0.4510 0.008 0.005 0.016 0.4589
H 1.9751 0.5023 -5.6649 -0.001 -0.006 -0.001 0.1148
H 1.0267 1.3269 5.1429 -0.009 -0.001 0.007 0.1210
O -3.5115 -0.6867 1.5158 -0.030 0.001 0.008 0.0601
H -0.7800 0.4554 -2.9178 0.026 -0.018 0.007 0.1348
N 0.1951 -1.8710 -3.9542 -0.004 0.053 0.005 0.0905
N 2.0283 -3.2686 -3.8669 0.104 0.100 -0.031 0.1705
O -0.8820 3.2914 -2.7385 0.059 0.051 -0.002 0.0632
C 0.5301 1.0654 3.0861 0.013 -0.031 -0.008 -0.1466
H 0.4897 -4.4597 -2.1659 0.007 -0.019 0.011 0.0778
N 0.9943 0.4356 -1.8585 0.100 0.003 -0.063 -0.0416
H -0.9486 -3.7155 -2.7015 0.021 -0.008 -0.003 0.0355
C -2.3938 -0.2226 1.3717 0.112 0.047 -0.024 -0.5659
H 1.4150 2.2224 -4.0596 0.018 -0.017 0.012 0.1269
H -0.0478 1.6963 -4.8498 0.002 0.015 0.010 0.1209
N -0.3856 0.7002 2.2032 -0.078 -0.072 -0.005 0.0659
O -1.7393 -0.0959 0.2655 -0.165 0.110 -0.021 -0.1977
H 2.3157 -0.1114 -4.0626 -0.002 0.001 -0.001 0.0680
```
Forces are in eV/Å.

Results
2S+1: 2
Expectation value of S²: 0.754
Kohn-Sham gap (spin up / spin down) in Ha: 0.2437 / 0.2434
Charge: -1
HOMO (spin up / spin down) in eV: -4.49 / -4.50



(2)
ORCA calculation (wB97M-V/def2-TZVPD) on a single C14H19N3O4 molecule at a distorted geometry.

```
40
Properties=species:S:1:pos:R:3:forces:R:3:lowdin_charge:R:1
H 1.5495 -1.5248 -1.0450 -1.101 2.928 1.041 0.2130
H 6.9310 0.8027 -0.3880 -3.438 -1.694 1.495 0.1837
O 6.2588 -1.6634 -0.1926 -0.365 0.367 0.409 0.0301
H -1.5860 1.4241 -0.2887 1.203 -0.567 0.508 0.1517
H 0.3278 2.1487 -0.0525 0.661 -0.189 -1.205 0.0350
C -3.4120 -0.6969 -1.0480 0.489 -0.988 2.480 -0.0358
H -6.6955 0.8326 0.8570 3.502 0.352 -2.251 0.1767
C 5.4456 -0.7440 -0.2031 2.630 -1.813 -1.164 -0.5811
C -4.6644 -0.5361 -1.6043 0.706 -0.747 -2.887 -0.1061
C -0.6804 -0.0122 1.0089 -4.136 -1.245 -3.704 -0.1795
H 3.7444 -0.6602 -1.4453 -0.041 0.780 -0.753 0.1072
N 1.0821 -0.6287 -0.5806 0.980 -1.908 -2.016 0.1190
H -0.2033 -0.0742 1.9591 0.729 0.315 0.377 0.1315
C -5.6198 0.6496 0.1688 -1.235 -0.642 4.889 -0.1050
C -3.3046 -0.4472 0.3479 -1.575 3.522 0.555 -0.2023
H -4.8372 -1.0198 -2.5830 0.305 0.571 0.313 0.1158
N -0.7782 1.3892 0.3912 -1.543 -2.216 -0.041 0.0975
H -2.5297 -1.1789 -1.4870 -0.895 -0.034 -0.364 0.1045
C -5.7324 0.1473 -1.0865 0.863 -0.268 0.386 -0.1466
H -1.8338 -1.8343 0.9963 -0.446 1.502 0.287 0.1183
O 1.1578 2.5372 -0.6057 -1.506 0.540 0.642 0.0771
C 1.8988 0.3043 0.1957 -1.088 1.865 -0.165 -0.2319
C 2.1943 1.8149 -0.4333 3.741 0.355 -1.240 -0.4352
C 3.0971 -0.4625 0.5998 1.509 2.800 2.390 -0.1601
H -4.1966 0.8284 1.9080 -0.639 -0.778 -0.702 0.1010
O 3.3170 2.3331 -0.7341 -2.579 -2.951 1.207 0.0142
H 1.1860 0.5792 1.0782 2.476 -0.455 -1.344 0.1372
H 5.2861 1.2819 -0.6080 0.474 -1.534 1.668 0.1038
O -0.7418 -2.0070 -0.4283 2.290 2.381 -0.656 -0.0076
H 3.7953 -2.2035 -0.6668 1.041 1.842 0.805 0.1555
C -4.3979 0.3650 0.9123 0.488 -0.457 -0.891 -0.0363
C -0.1318 -0.9419 -0.1390 -0.761 -2.592 1.316 -0.4084
H 2.7561 -1.1066 1.3573 -0.439 -1.986 0.402 0.0975
H -1.1683 1.8941 1.1184 -0.880 1.778 1.998 0.0853
H -2.2632 -0.8759 2.3397 -0.561 1.082 -1.296 0.1296
H 3.5337 0.2888 1.4032 0.558 -1.186 -2.128 0.1701
C -2.0933 -0.7493 1.2201 0.492 -1.551 1.705 -0.1225
C 4.0262 -1.0746 -0.5024 -2.185 -0.643 1.338 -0.0892
N 5.8639 0.5526 -0.0550 1.621 3.495 -2.867 0.1053
H -6.5814 0.2681 -1.6846 -1.344 -0.030 -0.539 0.0872
```
Forces are in eV/Å.

Results
Kohn-Sham gap in Ha: 0.3446
HOMO in eV: -9.29



Results for energy above the lowest of the compared OMol25 structures with the same formula, charge and spin: 9.00, 132.97 (in kcal/mol, following the order of the records).
Results for total energy: -5145.61764, -1009.97951 (in hartree, following the order of the records).